DFT (ωB97M-V with the def2-TZVPD basis set) results for an isolated ion of composition C3H12NO4P2S2 and charge +1 at a distorted geometry.

Atoms and positions in Å:
C  -2.765  1.036  -0.277
C  0.833  0.151  -1.873
C  -1.687  -0.419  1.378
N  -2.800  0.022  0.779
O  -1.289  -1.657  -0.957
O  1.570  0.522  1.779
O  0.849  0.066  -0.420
O  2.420  2.091  -0.243
P  -0.461  -1.448  0.207
P  2.210  0.752  0.305
S  1.070  -2.843  0.136
S  3.791  -0.553  0.007
H  -3.618  1.019  -0.902
H  -2.676  2.038  0.046
H  -1.859  0.853  -0.828
H  0.635  1.238  -2.177
H  0.042  -0.469  -2.148
H  1.676  0.028  -2.566
H  -1.901  -1.109  2.099
H  -1.010  0.331  1.712
H  1.724  -2.443  1.165
H  -3.546  -0.717  0.707
H  2.089  0.992  2.483
H  4.702  0.519  -0.414

As for the multiplicity: 3. The calculation puts the total energy at -1955.98307 Eh. Its expectation value of S² is 2.01. As for the LUMO energy (spin up / spin down): -0.1174 / -0.2682 Ha. Its charge is +1. The value obtained for the HOMO-LUMO gap (spin up / spin down) is 0.249 / 0.231 hartree.